The following is a DFT calculation (the ωB97M-V functional and the def2-TZVPD basis) of C4H10O4P2 in the gas phase.

Properties
SMILES string ... OP1#P(O)C(O)(O)CCC1
HOMO level ... -8.26 eV
Multiplicity ... 1
Charge ... 0
Electronic energy ... -31077.9675 eV

Geometry (Å):
O -3.23356 0.20505 -0.00550
P -1.84335 0.11678 -0.89601
P -0.94673 -1.68331 0.09672
O -1.02848 -1.13217 1.64832
C 1.11872 -0.94300 -0.39352
O 1.31352 -0.91891 -1.76364
O 1.82955 -1.96448 0.23632
C 1.37954 0.41290 0.22949
C 0.50440 1.54019 -0.30723
C -0.95821 1.40930 0.09714
H -3.98975 -0.20834 -0.42321
H -0.71690 -1.80366 2.25983
H 1.19657 -1.81251 -2.10723
H 2.77268 -1.75141 0.23460
H 2.42858 0.66404 0.04042
H 1.24400 0.31547 1.30875
H 0.90241 2.48066 0.07753
H 0.58830 1.56183 -1.39688
H -1.06925 1.16483 1.15942
H -1.49205 2.34674 -0.09533

Löwdin atomic charge list, values in e, 6 entries: -0.401, 0.707, 0.810, -0.421, -0.671, -0.014

The following is a DFT calculation (the ωB97M-V functional and the def2-TZVPD basis) of a molecular structure, C4H10O5.

Properties
HOMO level ... -8.90 eV
Multiplicity ... 1
Charge ... 0
Electronic energy ... -14545.5073 eV

Geometry (Å):
C 1.30038 -0.18689 -0.96992
C -0.68900 1.07837 -0.05053
C -0.38605 2.30303 0.36545
O 1.66935 0.85660 -1.72796
O 1.89904 -0.51154 0.06273
O 0.49000 -1.03151 -1.59534
O -1.44245 0.83365 -1.18008
H 2.24340 1.43788 -1.21018
H 0.92451 -0.89558 1.07050
H -0.17114 -0.52839 -2.10919
H -1.62290 1.66204 -1.65207
H -0.67204 3.20168 -0.17547
H 0.15562 2.44333 1.28635
C -0.66737 -2.20678 1.39917
O -0.02520 -0.95256 1.61276
H -0.50936 0.07134 0.82005
H -0.11508 -2.99203 1.91703
H -0.70465 -2.43833 0.33266
H -1.67706 -2.14429 1.80404

Löwdin atomic charge list, values in e, 6 entries: -0.633, -0.320, -0.010, 0.149, 0.085, 0.151

The following is a DFT calculation (the ωB97M-V functional and the def2-TZVPD basis) of 2 unconnected molecules or ions with the total composition C4H10OS.

Properties
SMILES string ... C=CO.CCS
HOMO level ... -8.86 eV
Multiplicity ... 1
Charge ... 0
Electronic energy ... -17191.5477 eV

Geometry (Å):
C 2.03144 1.31108 -0.81802
C 2.93514 0.43942 -0.40180
O 2.58947 -0.85800 -0.12249
H 2.25514 2.36736 -0.77228
H 1.11874 0.96949 -1.28767
H 3.95616 0.68354 -0.13630
H 3.37302 -1.42179 -0.20318
C -2.22618 -1.44143 0.72033
C -1.78981 0.02920 0.57940
S -2.75258 0.80632 -0.73685
H -2.03760 -1.78576 1.73145
H -3.23483 -1.55616 0.35954
H -1.54567 -2.08569 0.16870
H -0.74528 0.09564 0.30426
H -1.91801 0.54070 1.52883
H -2.00915 1.90607 -0.91390

Löwdin atomic charge list, values in e, 6 entries: 0.005, -0.285, -0.021, 0.051, 0.055, 0.106

The following is a DFT calculation (the ωB97M-V functional and the def2-TZVPD basis) of C4H10OS in the gas phase.

Properties
SMILES string ... C=[S@@](C)(=O)CC
HOMO level ... -7.68 eV
Multiplicity ... 1
Charge ... 0
Electronic energy ... -17188.4978 eV

Geometry (Å):
C -0.12176 -1.13576 -1.53282
S -0.68062 -0.60560 0.04684
C -2.07593 0.96263 0.27391
O -1.10616 -1.70354 0.92481
C 0.79927 0.20658 0.91666
C 2.15331 -0.45082 0.63734
H -0.76370 -1.87214 -1.91702
H 0.25347 -0.42781 -2.13143
H -2.08754 1.67751 -0.48198
H -2.99803 0.32468 0.22547
H -1.86442 1.24690 1.32117
H 0.76253 1.34811 0.69045
H 0.48393 -0.05603 2.01613
H 2.22906 -1.40495 1.26275
H 2.36885 -0.61345 -0.44193
H 2.98470 0.17579 0.99718

Löwdin atomic charge list, values in e, 6 entries: -0.230, 0.779, -0.089, -0.433, -0.336, -0.163